191
Properties=species:S:1:pos:R:3:forces:R:3 method="wB97M-V/def2-TZVPD" spin_multiplicity=1 gap_ha=0.3285 de_lowest_kj_mol=223.1 e_lumo_ev=0.1 charge=0 total_energy_ev=-86770.6770
O -9.088 3.179 0.518 -1.2 -0.2 0.8
O 1.821 4.983 -0.237 0.1 -0.5 0.5
O 4.624 -0.157 -1.121 -0.8 0.7 0.1
O -0.482 0.168 2.968 0.2 0.6 -1.0
O -0.613 1.095 -1.160 -0.5 0.2 -0.1
O 5.322 -2.761 -0.383 1.7 -1.7 0.6
O -4.526 3.125 -3.980 -0.6 -0.3 -1.0
O -4.487 -1.499 0.743 -0.2 0.8 -0.1
O -0.736 2.653 -4.142 -1.2 0.7 -0.2
O -1.903 2.407 4.518 -1.8 0.3 -0.2
O 4.104 0.080 1.800 -0.5 0.4 0.6
O 1.844 -5.761 2.159 -1.2 -0.2 1.0
O -1.354 -4.983 -1.832 -0.1 -1.6 1.8
N 5.285 -5.536 0.974 -0.8 0.2 1.3
N -7.322 3.452 -6.490 1.2 -1.1 -1.1
N 2.003 0.248 -0.297 0.2 1.9 2.1
N -3.691 -0.532 3.232 -0.3 0.2 0.7
N 3.339 3.393 2.672 0.2 0.8 0.1
N -0.576 -4.219 -5.354 -0.2 -1.3 -0.6
N 0.879 4.726 4.240 1.0 1.1 1.3
C -1.430 -4.275 -3.010 0.3 1.8 0.3
C 6.098 -3.957 -2.354 -0.8 0.8 0.6
C 5.307 0.311 2.496 1.0 0.3 1.2
C -2.037 -4.388 -0.741 0.5 0.0 0.7
C 0.983 -4.848 -3.431 -1.3 0.5 -1.4
C 2.897 -5.296 1.406 -0.1 0.0 -2.5
C 1.134 -0.532 -1.107 -0.2 -1.7 -0.3
C 1.597 2.431 -3.949 0.4 1.5 -0.1
C 0.576 -0.161 5.135 -1.2 0.7 0.1
C -9.167 0.669 0.507 -1.4 -0.3 0.3
C 1.428 -2.030 -0.953 0.2 -0.2 1.4
C -4.534 -2.599 4.420 -0.3 1.5 -0.7
C 6.299 0.489 -2.770 0.1 2.3 2.1
C -3.266 2.767 4.169 0.3 -0.5 -0.8
C 5.007 0.528 4.046 -1.9 -0.4 -2.3
C 0.401 2.077 -4.734 -0.6 -1.0 -1.9
C 4.482 -4.517 3.206 1.3 -2.0 0.4
C 4.213 -5.529 2.061 1.3 0.2 -0.3
C -1.104 5.022 5.734 -0.2 1.7 0.1
C -9.564 2.005 -0.112 -1.3 -0.3 0.5
C 6.443 -2.874 -1.286 -0.9 -1.2 -1.1
C -4.042 -1.953 3.100 0.4 0.8 -0.3
C 0.573 -5.486 1.609 -0.8 -0.8 0.8
C 5.175 1.001 -1.752 0.7 -0.9 -1.6
C -0.037 -0.784 3.916 1.3 0.6 -0.4
C 4.312 5.084 1.016 -0.9 1.5 1.0
C -1.999 1.397 -1.040 -0.7 -0.2 0.6
C -0.499 -4.821 -4.044 1.6 -0.5 0.7
C 0.238 0.570 -4.759 -0.7 -1.5 -1.1
C -3.537 4.107 -3.845 0.3 0.4 0.8
C 3.035 4.533 1.745 1.9 -1.1 -0.3
C -5.337 3.564 -5.076 -1.7 2.0 0.9
C -0.368 -0.280 -0.931 0.7 0.3 0.8
C -6.140 1.345 -5.968 1.5 -1.5 1.3
C 2.060 3.943 0.740 0.4 1.1 -1.6
C -1.075 3.358 3.924 0.7 0.9 -1.4
C -4.941 -2.174 1.891 -0.5 -1.2 0.4
C 7.779 -3.163 -0.632 -0.6 4.2 0.9
C -5.174 -1.826 -0.496 3.2 -0.9 1.2
C 0.997 -1.715 3.304 1.1 2.2 -1.3
C 0.714 4.688 -1.038 -1.8 0.8 1.4
C 6.293 -0.806 2.194 -0.2 -1.8 -0.4
C -11.091 2.115 -0.096 0.7 0.3 -0.9
C 5.712 1.933 -0.708 1.2 0.0 -0.4
C -6.547 2.666 -5.484 0.0 2.1 0.1
C -0.201 4.072 4.931 -1.2 -0.2 1.3
H 2.471 1.953 -4.387 0.1 -0.1 0.3
H 0.153 3.393 5.720 0.1 -0.5 -0.4
H 4.136 3.603 3.296 -0.6 -0.1 -0.7
H -1.837 4.523 6.388 0.2 -0.3 -0.6
H -0.521 2.933 3.049 0.0 0.0 0.8
H 1.285 0.571 4.818 0.9 0.3 0.0
H -0.828 -1.386 4.169 -2.3 -1.4 0.9
H -3.915 1.953 4.506 0.1 0.3 0.0
H -3.441 -0.247 2.289 -0.1 0.4 0.3
H -7.352 2.961 -7.419 -0.1 0.7 1.5
H -1.014 -3.275 -2.779 -0.5 0.4 -0.3
H -5.414 -2.000 4.825 1.3 -0.6 -0.2
H 8.536 -3.107 -1.365 0.8 -0.8 -1.1
H -2.441 1.048 0.001 0.7 0.0 -2.2
H -1.444 2.751 -4.814 0.7 -0.2 0.7
H -3.630 -2.591 5.062 -1.0 -0.1 0.1
H 1.501 3.975 3.976 0.4 -0.1 -0.6
H 0.769 -2.012 2.288 -0.3 -0.2 -0.2
H 6.757 1.375 -3.274 -0.2 -0.6 0.5
H 4.449 -0.309 4.495 0.2 0.2 -0.3
H -9.184 2.018 -1.102 0.2 -0.1 -1.3
H -4.862 -3.263 1.754 -0.5 -0.1 -0.4
H 1.212 -2.549 3.898 -0.2 -1.4 1.0
H 5.794 1.247 2.180 -0.3 0.1 -0.2
H -0.140 0.348 5.766 -0.5 0.4 -0.1
H -3.103 -4.538 -0.756 -0.7 -0.1 -0.5
H -0.535 0.219 -5.542 1.1 0.6 1.2
H 7.074 -0.002 -2.128 -0.6 0.3 -0.8
H -3.337 2.882 3.048 -0.1 -0.4 0.9
H -5.817 4.592 -4.780 0.6 -1.6 -0.3
H -1.190 0.774 3.273 0.5 -0.9 0.6
H 1.536 -5.563 -4.058 0.2 0.7 0.2
H 0.202 -4.478 1.850 0.3 0.0 0.0
H 2.451 -2.350 -0.708 0.2 0.7 -0.7
H -1.689 5.774 5.073 1.2 -1.1 1.0
H 4.294 0.027 0.859 0.3 -0.2 -0.2
H 0.965 -2.401 -0.042 -0.7 0.0 0.2
H -6.217 -1.809 -0.362 -1.4 0.2 -0.2
H 1.129 3.629 1.214 -0.1 -0.1 0.0
H -8.122 0.583 0.638 1.3 0.0 0.2
H -0.507 -3.247 -5.426 0.3 1.7 0.3
H 5.467 -3.536 -3.130 0.1 0.3 -0.4
H 3.662 -4.380 3.932 0.4 -0.2 -0.3
H -8.245 3.678 -6.190 -0.5 0.0 0.1
H 5.893 0.676 4.576 1.6 0.2 0.8
H -3.085 -2.416 2.827 0.0 -0.2 0.1
H -11.416 2.276 0.905 -0.2 0.1 0.9
H -0.663 -0.438 0.128 0.1 -0.6 -0.4
H 6.123 2.824 -1.193 -0.6 0.4 0.2
H -6.947 0.627 -5.899 -0.3 -0.1 -0.7
H -1.352 -4.500 -5.959 0.3 -0.2 0.7
H -1.757 -4.768 0.283 0.4 0.0 -1.4
H 4.021 5.940 0.402 -0.2 0.0 0.0
H -5.402 0.944 -5.201 -0.4 0.4 -1.1
H -0.180 4.559 -0.342 0.6 0.0 -0.9
H -4.734 -1.198 -1.272 -0.6 0.4 0.2
H -0.085 0.241 -3.769 -0.2 0.0 0.0
H -11.538 1.202 -0.449 -0.2 -0.4 -0.2
H 6.490 -1.946 -1.822 0.3 0.5 -0.1
H 4.358 1.516 -2.289 0.3 -0.2 -0.1
H -0.703 -5.851 -4.184 -0.6 -1.2 -0.2
H -9.478 -0.162 -0.179 0.1 0.7 0.6
H 6.522 -1.034 1.123 -0.4 1.0 0.6
H 6.919 -4.484 -2.788 0.7 -0.1 -0.3
H 1.445 5.249 4.962 -0.9 -0.5 -1.1
H -1.694 4.159 3.469 0.3 -0.3 0.1
H 4.967 5.530 1.782 0.0 -0.4 -0.2
H 6.629 1.498 -0.301 -0.3 -0.3 0.6
H -0.480 5.558 6.493 -0.4 0.0 -0.8
H -2.168 2.482 -1.002 0.5 -0.2 -0.3
H 3.588 2.583 2.102 0.0 0.0 0.3
H 2.639 5.397 2.315 -0.3 -0.7 -0.3
H 4.233 -6.522 2.493 -0.2 -0.3 0.0
H 0.498 5.568 -1.655 0.2 -0.3 -0.1
H 2.825 -5.813 0.403 0.5 0.4 0.7
H 5.443 -4.669 -1.901 -0.2 -0.8 0.6
H -4.915 -3.600 4.231 0.2 -0.2 0.1
H 4.848 -3.607 2.835 -0.2 1.7 -0.9
H -1.846 -3.321 -0.765 0.0 0.5 0.2
H 5.919 -0.124 -3.545 -0.5 -0.9 -0.5
H 7.818 -3.985 0.008 0.1 -1.5 0.8
H -4.446 0.070 3.608 0.4 -0.8 -0.6
H -11.450 2.948 -0.705 0.1 0.0 0.0
H 1.976 -1.192 3.252 -0.4 0.0 -0.2
H 2.507 3.106 0.118 -0.2 0.4 1.1
H -8.169 3.222 0.358 1.6 0.2 -0.1
H 1.708 1.226 -0.443 0.2 -0.4 0.3
H 2.820 -4.223 1.195 -0.2 0.3 0.0
H 1.363 -3.808 -3.467 0.2 -0.7 -0.1
H 1.729 3.528 -4.010 0.1 -0.4 0.3
H 4.951 2.109 0.058 0.3 0.3 -0.1
H -0.895 -0.960 -1.624 -0.2 0.3 0.2
H 3.710 0.157 -0.852 0.0 -0.9 -0.1
H 1.000 -5.201 -2.404 -0.2 0.0 0.0
H -4.766 -2.819 -0.720 -0.8 -0.3 -0.3
H 5.331 -4.603 0.551 0.0 -0.2 0.2
H -5.984 -1.931 2.164 0.1 0.1 -0.3
H 5.828 -1.768 2.469 0.0 0.3 0.2
H 5.441 -4.883 3.675 -1.2 0.1 0.3
H 1.184 0.018 -4.963 -0.5 0.5 -0.1
H -2.460 -4.174 -3.333 -0.4 0.0 -0.4
H 0.952 -0.914 5.777 1.0 -0.8 0.5
H 4.876 4.470 0.344 0.1 -1.0 0.0
H -0.142 -6.233 2.047 0.6 0.7 -0.2
H -5.674 1.435 -6.951 0.0 -0.4 0.0
H 1.393 2.145 -2.923 0.4 -0.1 0.3
H 6.180 -5.710 1.438 -0.3 0.1 -0.2
H -7.166 2.536 -4.602 -0.1 0.1 0.3
H -2.886 3.897 -2.990 0.0 -0.4 -0.4
H -9.656 0.535 1.502 0.3 0.0 -0.7
H -3.580 3.748 4.569 0.3 -0.5 0.3
H 1.425 -0.239 -2.092 -0.2 0.1 -1.1
H 4.379 1.432 4.143 0.2 -0.4 0.0
H 0.502 -5.636 0.534 0.4 0.0 -0.3
H 0.461 2.427 -5.796 0.3 0.0 0.7
H 1.072 -2.646 -1.753 -0.3 -0.1 -0.5
H 0.778 3.792 -1.632 0.3 -0.4 -0.3
H -4.697 3.874 -5.904 0.0 -0.6 -0.5
H -2.971 4.237 -4.779 0.1 0.0 0.2
H 1.884 0.107 0.737 0.1 -0.1 -1.1
H -4.016 5.056 -3.606 0.0 0.4 -0.1
H -2.497 1.023 -1.986 0.0 0.1 1.4
H 7.243 -0.783 2.715 0.1 0.5 0.3
H 4.792 -2.039 -0.658 -0.6 1.4 -0.5
H 8.066 -2.211 -0.053 -0.5 -1.4 -0.1